Record 1
# C30H42F4N3O8P

2 unconnected molecules or ions with the total composition C30H42F4N3O8P in a non-equilibrium geometry (ωB97M-V/def2-TZVPD, OMol25).

## Properties
Frontier orbital gap ... 7.161 eV
Multiplicity ... 1
E_HOMO ... -8.1 eV
SMILES string ... CCCCCCc1c(CCC(F)(F)F)c(C)c(C(=O)NC(=O)F)c2nc(COCCOCC)c(P(C)O)nc12.C[C@@H]1COC(=O)O1

Each line ends with the Löwdin charge.
Geometry (Å):
C -1.224 2.356 0.089  -0.111
C -0.790 2.892 -1.362  -0.246
C -0.824 1.762 -2.471  -0.214
C -0.148 0.400 -2.031  -0.188
C -1.170 -0.798 -2.226  -0.182
C -0.569 -2.180 -1.656  -0.125
C -0.928 -2.208 -0.134  -0.061
C -2.281 -2.620 0.266  -0.091
C -3.331 -3.047 -0.808  -0.115
C -3.040 -4.433 -1.533  -0.064
C -2.250 -5.476 -0.683  -0.497
F -2.392 -6.719 -1.317  0.065
F -2.847 -5.619 0.561  0.100
F -0.901 -5.260 -0.598  0.121
C -2.561 -2.615 1.764  -0.081
C -3.986 -3.096 2.219  -0.051
C -1.535 -2.189 2.731  0.006
C -1.926 -2.194 4.242  -0.368
O -2.987 -1.768 4.628  0.123
N -0.994 -2.777 5.201  0.165
C -0.509 -1.836 6.154  -0.477
O -1.150 -1.047 6.758  0.172
F 0.869 -1.912 6.401  0.047
C -0.147 -1.765 2.302  -0.118
N 0.728 -1.376 3.318  0.172
C 1.932 -1.072 2.764  -0.176
C 3.073 -0.635 3.780  -0.169
O 3.605 0.653 3.498  -0.187
C 2.649 1.691 3.718  -0.160
C 3.326 3.030 3.185  -0.181
O 3.970 3.762 4.260  -0.185
C 4.175 5.098 3.718  -0.271
C 5.053 5.897 4.776  -0.076
C 2.297 -1.131 1.306  -0.293
P 4.036 -0.721 0.689  0.919
C 4.239 -1.390 -1.061  -0.278
O 5.171 -1.565 1.637  -0.340
N 1.386 -1.479 0.347  0.094
C 0.136 -1.806 0.859  -0.128
H -1.917 1.477 -0.082  0.075
H -0.275 2.029 0.601  0.058
H -1.743 3.187 0.638  0.069
H 0.227 3.363 -1.261  0.097
H -1.495 3.733 -1.641  0.100
H -1.914 1.632 -2.758  0.083
H -0.273 2.160 -3.368  0.103
H 0.247 0.398 -0.982  0.083
H 0.723 0.207 -2.717  0.111
H -2.163 -0.545 -1.771  0.101
H -1.327 -0.940 -3.329  0.111
H -0.990 -3.036 -2.240  0.089
H 0.538 -2.118 -1.852  0.103
H -4.367 -3.081 -0.378  0.110
H -3.341 -2.253 -1.609  0.113
H -2.569 -4.273 -2.546  0.125
H -4.049 -4.895 -1.752  0.136
H -4.363 -3.863 1.477  0.065
H -3.969 -3.613 3.217  0.090
H -4.749 -2.274 2.225  0.101
H -0.206 -3.216 4.706  0.130
H 3.862 -1.436 3.867  0.126
H 2.597 -0.575 4.811  0.124
H 2.408 1.856 4.805  0.141
H 1.695 1.578 3.131  0.123
H 4.169 2.716 2.493  0.134
H 2.626 3.663 2.577  0.119
H 3.138 5.542 3.623  0.120
H 4.695 5.047 2.712  0.121
H 4.327 6.405 5.474  0.075
H 5.623 5.122 5.369  0.083
H 5.743 6.610 4.261  0.069
H 3.288 -1.946 -1.329  0.023
H 4.324 -0.537 -1.781  0.033
H 5.138 -2.062 -1.053  0.043
H 4.768 -2.387 1.988  0.053
C -1.888 1.905 -8.605  -0.020
C -2.581 2.266 -7.312  -0.343
C -1.828 3.237 -6.451  -0.099
O -2.366 2.955 -5.159  0.061
C -2.724 1.643 -5.171  -0.535
O -3.026 1.016 -4.203  0.135
O -2.688 1.139 -6.437  0.091
H -2.363 1.035 -9.063  0.089
H -1.927 2.737 -9.311  0.091
H -0.841 1.642 -8.437  0.089
H -3.597 2.618 -7.522  0.162
H -2.001 4.276 -6.731  0.143
H -0.751 3.047 -6.419  0.142


Record 2
# C30H42GeN2OPtSb

A molecular structure, C30H42GeN2OPtSb (ωB97M-V/def2-TZVPD, OMol25).

## Properties
Frontier orbital gap ... 5.321 eV
Multiplicity ... 1
Charge ... +3
E_HOMO ... -16.8 eV
ΔE to the lowest compared entry with this formula, charge and spin ... 39.0 kcal per mole

Each line ends with the Löwdin charge.
Geometry (Å):
Pt -0.495 0.001 0.402  0.971
C -1.257 3.149 0.981  -0.076
C -1.278 2.487 2.327  -0.194
O -0.981 1.027 2.204  -0.289
H -1.386 4.222 1.124  0.113
H -2.074 2.799 0.346  0.083
H -0.297 3.008 0.477  0.045
H -2.257 2.548 2.799  0.142
H -0.521 2.892 3.006  0.103
H -1.677 0.542 2.669  0.107
C -0.344 2.063 -2.537  -0.176
Ge -0.610 0.158 -2.588  0.939
C -2.466 -0.352 -2.712  -0.211
C 0.606 -0.919 -3.648  -0.159
C 0.328 -1.290 -0.695  -0.213
H -0.664 2.421 -3.522  0.064
H 0.692 2.356 -2.381  0.007
H -0.991 2.521 -1.793  0.015
H -2.750 -0.147 -3.750  0.060
H -3.071 0.275 -2.061  0.024
H -2.647 -1.406 -2.515  0.030
H 0.538 -0.388 -4.606  0.069
H 0.246 -1.937 -3.774  0.054
H 1.645 -0.908 -3.327  0.021
H 1.395 -1.363 -0.907  -0.010
H -0.184 -2.226 -0.936  0.050
N -2.451 -0.813 0.511  0.041
C -3.411 -1.452 0.317  -0.222
N -4.492 -2.111 0.148  -0.048
C -4.710 -3.440 0.793  -0.094
C -5.005 -4.481 -0.274  -0.164
C -6.145 -4.037 -1.188  -0.177
C -5.858 -2.671 -1.810  -0.166
C -5.593 -1.633 -0.733  -0.100
H -5.557 -3.317 1.471  0.142
H -3.827 -3.681 1.384  0.131
H -5.260 -5.414 0.229  0.130
H -4.100 -4.672 -0.859  0.121
H -7.078 -3.991 -0.620  0.129
H -6.295 -4.776 -1.974  0.126
H -6.702 -2.334 -2.413  0.131
H -4.991 -2.737 -2.475  0.112
H -6.467 -1.508 -0.090  0.143
H -5.322 -0.656 -1.132  0.122
C 3.746 3.419 4.524  -0.025
C 4.494 3.128 3.390  -0.032
C 3.929 2.404 2.350  -0.116
C 2.610 1.976 2.470  -0.352
C 1.863 2.238 3.608  -0.125
C 2.440 2.969 4.637  -0.041
Sb 1.996 0.778 0.852  1.592
C 2.902 -1.097 1.139  -0.397
C 4.020 -1.517 0.418  -0.108
C 4.609 -2.735 0.723  -0.037
C 4.089 -3.529 1.739  -0.025
C 2.981 -3.108 2.464  -0.045
C 2.383 -1.893 2.167  -0.129
C 2.754 1.744 -0.851  -0.391
C 2.745 3.140 -0.843  -0.137
C 3.185 3.838 -1.957  -0.040
C 3.643 3.150 -3.075  -0.027
C 3.659 1.760 -3.082  -0.048
C 3.213 1.056 -1.974  -0.149
H 4.191 3.988 5.330  0.128
H 5.519 3.465 3.309  0.127
H 4.527 2.186 1.474  0.109
H 0.854 1.844 3.732  0.082
H 1.870 3.176 5.532  0.124
H 4.472 -0.889 -0.341  0.097
H 5.486 -3.057 0.178  0.125
H 4.560 -4.473 1.978  0.127
H 2.594 -3.718 3.269  0.123
H 1.532 -1.564 2.756  0.098
H 2.412 3.692 0.029  0.107
H 3.184 4.920 -1.946  0.126
H 4.004 3.698 -3.936  0.127
H 4.041 1.227 -3.942  0.124
H 3.257 -0.028 -1.990  0.082


Record 3
# C30H42N3O3S

2 unconnected molecules or ions with the total composition C30H42N3O3S in a non-equilibrium geometry (ωB97M-V/def2-TZVPD, OMol25).

## Properties
Frontier orbital gap ... 6.087 eV
Multiplicity ... 1
Charge ... +1
E_HOMO ... -10.3 eV
ΔE to the lowest compared entry with this formula, charge and spin ... 0.0 kcal per mole

Each line ends with the Löwdin charge.
Geometry (Å):
C 1.044 1.216 4.326  -0.075
C 0.420 2.394 3.637  -0.224
O 0.136 2.056 2.260  -0.039
C -0.630 3.035 1.710  -0.582
C -0.733 3.013 0.248  -0.384
S -1.647 4.314 -0.337  1.031
C -0.811 5.811 0.274  -0.232
C -1.296 4.473 -2.102  -0.224
O -1.191 3.872 2.428  0.003
H 1.278 1.514 5.352  0.094
H 0.346 0.371 4.384  0.082
H 1.976 0.901 3.848  0.060
H -0.498 2.685 4.155  0.126
H 1.107 3.251 3.622  0.137
H 0.111 2.678 -0.345  0.090
H -0.909 5.806 1.363  0.051
H 0.239 5.810 -0.041  0.075
H -1.360 6.656 -0.158  0.059
H -1.867 3.706 -2.632  0.029
H -1.688 5.460 -2.377  0.068
H -0.220 4.390 -2.285  0.075
C 2.274 -5.290 -0.444  0.000
N 1.864 -4.079 0.231  -0.036
C 2.304 -3.777 1.489  -0.365
O 3.002 -4.503 2.193  0.100
C 1.760 -2.393 1.846  -0.151
C 2.880 -1.386 2.110  -0.080
C 3.667 -1.745 3.353  -0.236
C 3.026 -1.740 4.595  -0.051
C 3.736 -2.083 5.750  -0.066
C 5.083 -2.448 5.658  -0.075
C 5.713 -2.489 4.409  -0.067
C 5.013 -2.118 3.260  -0.037
N 0.936 -2.070 0.676  0.052
C 0.217 -0.927 0.633  0.036
C -0.468 -0.480 -0.489  -0.057
C -1.370 0.589 -0.519  0.008
C -2.227 0.823 -1.649  -0.195
C -3.209 1.850 -1.625  -0.058
C -3.933 2.188 -2.753  0.001
C -3.917 1.335 -3.882  -0.233
N -4.766 1.578 -4.977  -0.246
C -4.260 2.301 -6.136  -0.069
C -5.754 0.570 -5.330  -0.074
C -3.035 0.236 -3.892  0.011
C -2.162 0.028 -2.836  0.006
C 1.078 -3.044 -0.424  -0.462
C 1.864 -2.471 -1.611  0.014
C -0.259 -3.631 -0.894  0.016
H 2.971 -5.839 0.193  0.103
H 1.404 -5.923 -0.658  0.099
H 2.767 -5.055 -1.395  0.094
H 1.111 -2.493 2.739  0.173
H 3.545 -1.359 1.230  0.131
H 2.424 -0.388 2.209  0.102
H 1.965 -1.473 4.652  0.099
H 3.227 -2.080 6.715  0.108
H 5.642 -2.704 6.559  0.107
H 6.747 -2.824 4.321  0.108
H 5.490 -2.140 2.277  0.116
H 0.196 -0.340 1.557  0.142
H -0.303 -1.029 -1.413  0.060
H -1.555 1.132 0.419  0.101
H -3.410 2.364 -0.682  0.108
H -4.564 3.078 -2.785  0.132
H -3.522 3.045 -5.815  0.088
H -3.797 1.618 -6.871  0.088
H -5.100 2.804 -6.630  0.089
H -6.165 0.117 -4.420  0.096
H -6.560 1.062 -5.886  0.090
H -5.326 -0.223 -5.965  0.084
H -3.039 -0.423 -4.765  0.127
H -1.454 -0.798 -2.918  0.106
H 2.864 -2.159 -1.278  0.103
H 1.968 -3.249 -2.376  0.091
H 1.355 -1.613 -2.055  0.076
H -0.685 -4.258 -0.100  0.108
H -0.974 -2.847 -1.143  0.070
H -0.085 -4.246 -1.785  0.098


Record 4
# C30H42N4O4

A single C30H42N4O4 molecule (ωB97M-V/def2-TZVPD, OMol25).

## Properties
Frontier orbital gap ... 8.969 eV
Multiplicity ... 1
E_HOMO ... -8.4 eV
SMILES string ... CCCCN(C)CCN1C(=O)[C@@H]2[C@@H](C(=O)Nc3ccc(C)cc3)[C@H]3C=C[C@@]2(O3)[C@H]1C(=O)NC1CCCCC1
ΔE to the lowest compared entry with this formula, charge and spin ... 3.7 kcal per mole

Each line ends with the Löwdin charge.
Geometry (Å):
C -7.239 -0.557 -3.030  -0.107
C -5.791 -0.251 -2.667  -0.268
C -4.888 -1.483 -2.734  -0.195
C -5.168 -2.497 -1.624  -0.217
N -5.137 -1.916 -0.291  -0.224
C -5.663 -2.830 0.700  -0.094
C -3.886 -1.307 0.097  -0.176
C -2.671 -2.253 0.216  -0.093
N -1.460 -1.528 0.509  -0.009
C -0.399 -1.491 -0.336  -0.402
O -0.369 -1.979 -1.443  0.092
C 0.706 -0.706 0.352  -0.068
C 2.100 -1.330 0.386  -0.089
C 3.185 -0.375 -0.094  -0.421
O 2.988 0.810 -0.249  0.087
N 4.375 -1.004 -0.275  0.142
C 5.612 -0.463 -0.653  -0.219
C 5.805 0.892 -0.900  -0.004
C 7.056 1.350 -1.268  -0.037
C 8.137 0.488 -1.398  -0.289
C 9.490 1.007 -1.778  -0.055
C 7.933 -0.863 -1.148  -0.049
C 6.689 -1.336 -0.780  -0.028
C 2.218 -1.616 1.932  -0.224
C 2.311 -0.268 2.620  0.015
C 1.083 0.234 2.590  0.057
C 0.274 -0.798 1.847  -0.333
O 0.902 -2.019 2.239  0.014
C -1.239 -0.915 1.804  -0.079
C -1.885 0.475 1.964  -0.457
O -2.290 0.864 3.037  0.080
N -1.909 1.199 0.834  0.130
C -2.437 2.547 0.749  -0.306
C -3.644 2.594 -0.190  -0.153
C -4.190 4.016 -0.278  -0.196
C -3.107 4.978 -0.756  -0.209
C -1.902 4.928 0.179  -0.198
C -1.350 3.508 0.265  -0.146
H -7.681 -1.238 -2.309  0.065
H -7.827 0.358 -3.035  0.068
H -7.300 -1.009 -4.018  0.073
H -5.756 0.162 -1.658  0.090
H -5.405 0.503 -3.357  0.104
H -5.035 -1.988 -3.692  0.114
H -3.842 -1.173 -2.694  0.101
H -6.175 -2.899 -1.761  0.112
H -4.466 -3.342 -1.726  0.118
H -5.613 -2.360 1.682  0.088
H -6.709 -3.034 0.470  0.085
H -5.129 -3.790 0.740  0.085
H -3.647 -0.532 -0.634  0.102
H -4.048 -0.819 1.063  0.122
H -2.497 -2.767 -0.733  0.122
H -2.843 -2.994 1.003  0.131
H 0.760 0.318 -0.026  0.158
H 2.126 -2.271 -0.167  0.160
H 4.390 -2.004 -0.129  0.145
H 4.978 1.574 -0.807  0.099
H 7.193 2.405 -1.459  0.114
H 10.107 0.216 -2.199  0.074
H 9.999 1.402 -0.898  0.083
H 9.405 1.813 -2.504  0.077
H 8.757 -1.556 -1.242  0.111
H 6.549 -2.392 -0.591  0.109
H 2.944 -2.374 2.213  0.156
H 3.219 0.160 2.994  0.118
H 0.706 1.176 2.931  0.123
H -1.602 -1.560 2.610  0.177
H -1.579 0.786 -0.025  0.141
H -2.747 2.814 1.764  0.155
H -4.418 1.916 0.176  0.114
H -3.339 2.258 -1.184  0.121
H -5.040 4.040 -0.962  0.109
H -4.544 4.327 0.707  0.117
H -3.505 5.994 -0.795  0.108
H -2.795 4.702 -1.765  0.114
H -1.123 5.604 -0.179  0.110
H -2.202 5.260 1.175  0.116
H -0.499 3.474 0.948  0.117
H -1.003 3.191 -0.722  0.122


Record 5
# C30H43BrNO16

6 unconnected molecules or ions with the total composition C30H43BrNO16 in a non-equilibrium geometry (ωB97M-V/def2-TZVPD, OMol25).

## Properties
Frontier orbital gap ... 4.327 eV
Multiplicity ... 1
Charge ... -1
E_HOMO ... -2.3 eV

Each line ends with the Löwdin charge.
Geometry (Å):
C 0.540 3.463 3.015  -0.036
C -0.108 2.174 3.651  -0.366
C 0.758 0.916 3.369  -0.491
N 0.864 0.130 4.605  -0.598
Br 1.680 -1.532 4.082  0.283
O -1.347 1.960 2.956  -0.167
C -2.380 2.821 3.425  -0.156
C -3.658 1.961 3.446  -0.183
C -3.848 1.164 2.324  -0.038
C -4.926 0.310 2.225  -0.085
C -5.820 0.275 3.293  -0.110
C -5.642 1.070 4.398  -0.110
C -4.549 1.935 4.497  -0.047
H 1.543 3.244 2.635  0.047
H 0.538 4.265 3.766  0.069
H -0.061 3.739 2.137  0.077
H -0.227 2.291 4.739  0.123
H 1.733 1.179 2.900  0.067
H 0.209 0.296 2.623  0.065
H -2.158 3.268 4.402  0.124
H -2.555 3.578 2.636  0.127
H -3.126 1.207 1.512  0.113
H -5.004 -0.312 1.338  0.092
H -6.669 -0.406 3.220  0.095
H -6.332 1.017 5.242  0.095
H -4.389 2.549 5.382  0.107
C -2.961 1.166 -4.296  -0.030
C -3.613 1.941 -3.181  -0.315
C -2.705 2.227 -2.013  -0.079
O -3.647 2.347 -0.933  0.055
C -4.728 1.592 -1.261  -0.556
O -5.626 1.334 -0.523  0.148
O -4.658 1.182 -2.549  0.085
H -2.502 0.263 -3.921  0.054
H -3.705 0.861 -5.029  0.088
H -2.197 1.763 -4.797  0.082
H -4.065 2.857 -3.575  0.156
H -2.132 3.144 -2.133  0.140
H -2.021 1.405 -1.786  0.143
C 4.551 -4.233 3.262  -0.031
C 3.827 -4.341 1.944  -0.340
C 4.219 -5.541 1.128  -0.107
O 3.939 -5.093 -0.204  0.051
C 4.069 -3.737 -0.196  -0.568
O 4.085 -3.064 -1.177  0.149
O 4.180 -3.264 1.061  0.093
H 5.634 -4.280 3.119  0.085
H 4.338 -3.276 3.738  0.055
H 4.252 -5.034 3.938  0.091
H 2.746 -4.300 2.106  0.154
H 3.635 -6.427 1.371  0.136
H 5.283 -5.783 1.196  0.135
C 6.296 2.729 1.841  -0.021
C 5.644 3.862 1.087  -0.342
C 5.970 5.235 1.616  -0.107
O 4.823 5.991 1.215  0.055
C 3.779 5.113 1.139  -0.553
O 2.644 5.422 1.012  0.173
O 4.221 3.832 1.233  0.087
H 6.085 2.798 2.909  0.092
H 5.902 1.771 1.503  0.092
H 7.377 2.737 1.694  0.086
H 5.872 3.782 0.019  0.158
H 6.878 5.652 1.184  0.135
H 6.042 5.271 2.707  0.138
C -2.202 -2.717 -0.104  -0.006
C -3.152 -2.873 -1.268  -0.328
C -2.810 -3.999 -2.209  -0.098
O -3.387 -3.545 -3.443  0.052
C -3.397 -2.183 -3.394  -0.546
O -3.635 -1.468 -4.311  0.146
O -3.090 -1.742 -2.148  0.085
H -1.169 -2.640 -0.447  0.092
H -2.419 -1.802 0.447  0.088
H -2.282 -3.564 0.579  0.094
H -4.180 -2.956 -0.903  0.161
H -3.242 -4.951 -1.906  0.138
H -1.734 -4.124 -2.358  0.129
C 0.180 -3.168 -4.897  -0.011
C 0.399 -1.923 -5.721  -0.331
C 1.843 -1.518 -5.864  -0.092
O 1.732 -0.102 -6.074  0.066
C 0.589 0.300 -5.463  -0.551
O 0.280 1.432 -5.288  0.163
O -0.159 -0.769 -5.080  0.082
H 0.665 -3.081 -3.923  0.095
H -0.885 -3.317 -4.711  0.075
H 0.575 -4.047 -5.408  0.093
H -0.086 -2.029 -6.697  0.161
H 2.335 -1.998 -6.709  0.138
H 2.429 -1.687 -4.964  0.141